*w*
# C3H6O2

A 2-piece molecular cluster, C3H6O2 overall (ωB97M-V/def2-TZVPD, OMol25).

```
! wB97M-V def2-TZVPD RIJCOSX def2/J DEFGRID3
* xyz 0 1
C 1.0766 1.1215 -0.4165
C -0.0635 0.7166 0.1095
C -0.9727 0.2519 1.1166
O -1.3057 0.3775 -0.3080
H 1.9381 1.2995 0.2150
H 1.1541 1.3001 -1.4837
H -1.4895 0.9636 1.7569
H -0.9039 -0.7761 1.4647
O 0.1634 -2.1431 -0.7320
H -0.5099 -1.5643 -1.1144
H 0.9130 -1.5472 -0.6080
*
```

Values from the calculation:
Molecular weight in g/mol: 74.08
HOMO-LUMO gap in eV: 10.68
Structure (SMILES): C=C1CO1.O
HOMO level in eV: -9.8



*x*
# C3H6O2

A single C3H6O2 molecule (ωB97M-V/def2-TZVPD, OMol25).

```
! wB97M-V def2-TZVPD RIJCOSX def2/J DEFGRID3
* xyz 0 1
C -1.5613 -0.0784 0.1365
C -0.1961 -0.5693 0.2491
O 0.0449 -1.6973 0.5911
C 0.9264 0.4269 -0.1391
O 2.4084 0.2591 0.1236
H -1.7947 0.3695 1.0768
H -2.2638 -0.7757 -0.1010
H -1.7389 0.7818 -0.5859
H 1.0001 0.3895 -1.2160
H 0.6010 1.6072 0.0283
H 2.5741 -0.7133 -0.1634
*
```

Values from the calculation:
Molecular weight in g/mol: 74.08
HOMO-LUMO gap in eV: 10.74
Structure (SMILES): CC(=O)CO
HOMO level in eV: -10.0



*y*
# C3H6O2

A single C3H6O2 molecule (ωB97M-V/def2-TZVPD, OMol25).

```
! wB97M-V def2-TZVPD RIJCOSX def2/J DEFGRID3
* xyz 0 1
O 0.8837 -1.4978 -0.3283
C 0.3264 -0.8519 0.7915
C -0.3497 0.4759 0.4203
C -0.1030 1.1787 -0.8278
O -1.2262 0.2919 -0.6981
H 0.1798 -1.5155 -0.9928
H -0.4261 -1.5085 1.2771
H 1.1266 -0.7055 1.5245
H -0.7145 1.0599 1.2684
H 0.7257 0.8577 -1.4560
H -0.4228 2.2150 -0.9787
*
```

Values from the calculation:
Molecular weight in g/mol: 74.08
HOMO-LUMO gap in eV: 11.38
Structure (SMILES): OC[C@H]1CO1
HOMO level in eV: -10.3



Relative calculated energies, zero for the most stable structure, unit eV: *w* 0.697; *x* 0.000; *y* 0.051.